Density functional theory data (ωB97M-V/def2-TZVPD) for one molecule with the formula C5H8O2.

## Properties
ΔE to the lowest compared entry with this formula, charge and spin: 86.2 kcal/mol
LUMO energy: 0.774 eV
E: -345.66759 Eh
molar mass: 100.12 u
gap between HOMO and LUMO: 9.67 eV

The geometry in ORCA input format:
```
! wB97M-V def2-TZVPD RIJCOSX def2/J DEFGRID3
* xyz 0 1
O -0.59 -1.02 -2.08
C -1.12 -0.53 -0.87
C -0.31 -0.99 0.35
C 0.83 -0.05 0.68
C 0.49 1.40 1.03
C 1.10 1.75 -0.34
O 1.44 0.48 -0.54
H 0.28 -0.61 -2.19
H -2.14 -0.90 -0.82
H -0.94 -1.08 1.24
H 0.07 -1.99 0.12
H 1.59 -0.52 1.30
H -0.57 1.66 1.16
H 1.06 1.84 1.85
H -1.18 0.57 -0.90
*
```

=====

Density functional theory data (ωB97M-V/def2-TZVPD) for C22H37IrN4OS2SbSe4 as an isolated structure.

## Properties
expectation value of S²: 8.792
ΔE to the lowest compared entry with this formula, charge and spin: 5.1 kcal/mol
LUMO energy (alpha / beta): 0.198 / -2.503 eV
E: -11901.42288 Eh
molar mass: 1067.52 u
gap between HOMO and LUMO (alpha / beta): 7.26 / 4.97 eV

The geometry in ORCA input format:
```
! wB97M-V def2-TZVPD RIJCOSX def2/J DEFGRID3
* xyz 0 6
Ir 0.16 0.13 0.71
Se -2.94 3.45 -0.23
Sb -0.50 3.42 -0.59
Se 2.40 0.04 0.23
Se -0.48 1.05 -1.61
Se 0.14 2.82 1.82
N -1.97 0.25 1.20
C -2.89 -0.73 0.56
C -2.62 -2.16 1.01
C -1.59 -2.88 0.16
N -0.26 -2.28 0.32
H -2.05 0.19 2.21
H -2.28 1.18 0.94
H -2.75 -0.64 -0.52
H -3.92 -0.45 0.79
H -3.56 -2.73 0.96
H -2.30 -2.17 2.06
H -1.87 -2.80 -0.89
H -1.58 -3.94 0.41
H 0.32 -2.46 -0.49
H 0.22 -2.65 1.13
C 3.21 -1.90 9.07
C 2.27 -2.69 9.94
O 2.55 -3.06 11.06
S 0.64 -3.14 9.33
C 0.58 -2.51 7.67
C 0.04 -1.25 7.42
C -0.01 -0.75 6.13
C 0.49 -1.49 5.06
C 1.02 -2.76 5.32
C 1.06 -3.27 6.61
C 0.44 -0.98 3.71
C 0.39 -0.53 2.58
H 4.09 -1.65 9.66
H 2.73 -0.99 8.70
H 3.50 -2.49 8.20
H -0.35 -0.66 8.25
H -0.42 0.23 5.94
H 1.40 -3.35 4.49
H 1.46 -4.25 6.80
C -0.67 -4.86 -7.30
C 0.00 -3.97 -8.35
C -0.06 -2.47 -8.07
C 0.73 -1.98 -6.87
N 0.11 -2.28 -5.57
C -0.26 -1.42 -4.60
S -0.45 -1.92 -2.99
N -0.49 -0.13 -4.92
C -1.11 0.39 -6.14
C -2.42 1.10 -5.79
C -3.39 0.24 -4.98
C -3.81 -1.04 -5.70
H -0.85 -5.86 -7.70
H -1.64 -4.45 -6.99
H -0.06 -5.00 -6.40
H -0.47 -4.15 -9.31
H 1.05 -4.27 -8.46
H -1.11 -2.17 -7.95
H 0.32 -1.95 -8.96
H 0.89 -0.91 -6.93
H 1.72 -2.44 -6.87
H 0.17 -3.22 -5.24
H -0.62 0.44 -4.09
H -1.32 -0.44 -6.81
H -0.44 1.08 -6.65
H -2.88 1.41 -6.73
H -2.19 2.02 -5.23
H -4.27 0.85 -4.76
H -2.93 -0.02 -4.02
H -4.26 -0.82 -6.67
H -4.55 -1.59 -5.11
H -2.96 -1.71 -5.86
*
```

=====

Density functional theory data (ωB97M-V/def2-TZVPD) for C7H8Cl2N4PtS2 as an isolated structure.

## Properties
LUMO energy: -7.663 eV
E: -2326.09757 Eh
molar mass: 478.29 u
gap between HOMO and LUMO: 7.31 eV

The geometry in ORCA input format:
```
! wB97M-V def2-TZVPD RIJCOSX def2/J DEFGRID3
* xyz 2 1
Pt 0.42 0.10 -0.86
N -2.80 0.83 -1.77
C -2.60 0.29 -0.55
N -1.39 0.10 -0.03
C -1.44 -0.44 1.26
C -2.69 -0.72 1.68
S -3.85 -0.26 0.49
C -0.14 -0.53 1.89
C 0.28 -0.92 3.10
S 1.97 -0.66 3.28
C 2.07 -0.04 1.69
N 0.90 -0.06 1.07
N 3.21 0.40 1.11
H -2.18 1.56 -2.06
H -3.76 0.94 -2.09
H -3.01 -1.15 2.62
H -0.30 -1.34 3.91
H 4.05 0.39 1.66
H 3.12 1.19 0.49
Cl 2.52 -0.12 -1.96
C 1.71 0.08 -3.56
Cl -0.05 0.05 -3.20
H 1.97 -0.75 -4.20
H 1.98 1.05 -3.97
*
```

=====

- Which of these has the highest E?
  C5H8O2

=====

- What is the E in the first record?
  -345.66759 Eh